No. 1
One molecule with the formula C4H6O at a distorted geometry. Source: the OMol25 dataset; level of theory: the ωB97M-V functional and the def2-TZVPD basis.

Computed properties:
Total charge = 0
E_tot = -6290.7762 eV
Energy above the lowest of the compared OMol25 structures with the same formula, charge and spin = 110.2 kJ/mol
Orbital gap = 10.7 eV

Geometry as XYZ:
```
11
Properties=species:S:1:pos:R:3:lowdin_charge:R:1
C -2.4201 -0.1075 -0.1134 -0.02
C -1.1947 0.3481 -0.0670 -0.22
C 0.0504 -0.4130 0.2022 -0.21
C 1.3185 0.4030 0.0709 -0.25
O 2.3541 -0.2042 -0.2065 0.02
H -3.3321 0.5444 -0.1590 0.07
H -2.6787 -1.1854 -0.0704 0.07
H -0.8622 1.4818 0.0832 0.13
H 0.1046 -0.8445 1.2165 0.14
H 0.1771 -1.3312 -0.3177 0.11
H 1.2346 1.5841 0.3430 0.16
```

No. 2
One molecule with the formula C4H7NO at a distorted geometry. Source: the OMol25 dataset; level of theory: the ωB97M-V functional and the def2-TZVPD basis.

Computed properties:
Total charge = 0
E_tot = -7795.3633 eV
Energy above the lowest of the compared OMol25 structures with the same formula, charge and spin = 413.1 kJ/mol
Orbital gap = 7.5 eV

Geometry as XYZ:
```
13
Properties=species:S:1:pos:R:3:lowdin_charge:R:1
O 2.1551 0.2362 -2.3471 -0.09
C 1.2678 -0.1158 -1.5670 -0.44
C 1.1541 0.2050 -0.2203 -0.14
N 0.0466 -0.3792 0.5219 -0.11
C -1.3681 -0.1648 0.1050 -0.05
C -0.8590 0.4671 1.3382 -0.05
H 0.4183 -0.7652 -1.9435 0.11
H 1.7956 0.8226 0.3848 0.09
H 0.4751 -1.2534 0.8043 0.18
H -2.0664 -0.9938 0.1813 0.12
H -1.4366 0.4416 -0.7940 0.13
H -0.5789 1.5164 1.2986 0.13
H -1.1863 0.0939 2.3049 0.12
```

No. 3
A 5-piece molecular cluster, C41H56BCl2N4O13P2S2 overall at a distorted geometry. Source: the OMol25 dataset; level of theory: the ωB97M-V functional and the def2-TZVPD basis.

Computed properties:
Total charge = -1
E_tot = -141965.8619 eV
Orbital gap = 4.0 eV

Geometry as XYZ:
```
121
Properties=species:S:1:pos:R:3:lowdin_charge:R:1
C 1.3696 6.6398 -0.3597 -0.10
O 2.2363 7.7121 -0.0660 -0.18
C 3.3002 7.8030 -0.9758 -0.26
C 4.4228 6.7681 -0.8205 -0.15
C 5.5700 7.2276 -1.7340 -0.21
C 5.8499 6.3891 -3.0002 -0.18
C 4.8562 6.7687 -4.1315 -0.19
C 4.3041 5.5321 -4.8545 -0.22
C 3.1308 4.8101 -4.1926 -0.19
C 2.6007 3.7694 -5.2078 -0.18
C 2.3344 2.3279 -4.7420 -0.58
P 1.0841 1.7102 -6.0111 0.49
S 1.6521 1.9317 -7.8946 0.08
O 1.8273 2.2042 -3.4404 -0.07
B 1.9522 0.7628 -3.1104 -0.96
C 2.5492 0.3656 -1.6163 -0.16
C 2.4897 1.4773 -0.5955 -0.31
C 3.4556 1.2508 0.5475 -0.54
Cl 2.9577 -0.1759 1.5483 0.55
P 0.0790 0.1249 -3.1750 0.88
O -0.5695 0.5294 -1.6741 -0.33
O 0.0925 -1.5589 -3.2317 -0.32
O 2.8861 0.2294 -4.1373 -0.05
C 3.5344 1.3216 -4.6419 -0.70
S 4.8346 1.8758 -3.3969 0.90
C 4.3077 1.0282 -5.9167 -0.20
C 5.2547 -0.1723 -5.6884 -0.26
C 6.7365 0.1948 -5.7727 -0.59
Cl 7.5758 -0.6431 -7.1272 0.50
H 1.8406 5.7189 -0.0715 0.08
H 1.1565 6.5885 -1.4245 0.08
H 0.4420 6.7841 0.1717 0.08
H 3.7542 8.7765 -0.8349 0.12
H 2.9163 7.7706 -1.9972 0.11
H 4.7441 6.7744 0.2113 0.11
H 4.1160 5.7808 -1.1335 0.10
H 6.5002 7.2584 -1.1763 0.10
H 5.3821 8.2356 -2.0834 0.10
H 6.8576 6.5945 -3.3275 0.10
H 5.7354 5.3297 -2.8236 0.09
H 4.0876 7.4331 -3.7655 0.09
H 5.4249 7.2944 -4.8909 0.10
H 5.0728 4.7839 -4.9958 0.09
H 3.9266 5.8793 -5.8096 0.11
H 3.3968 4.3975 -3.2310 0.08
H 2.3270 5.5173 -4.0262 0.10
H 1.6529 4.1572 -5.5612 0.09
H 3.2556 3.7046 -6.0658 0.09
H 0.7070 0.3952 -5.7373 -0.03
H 0.0111 2.5911 -5.8077 0.00
H 3.5883 0.0590 -1.7309 0.08
H 2.0133 -0.4784 -1.1985 0.08
H 2.7752 2.4190 -1.0332 0.09
H 1.5092 1.5730 -0.1360 0.09
H 3.4898 2.0835 1.2372 0.06
H 4.4394 1.0206 0.1770 0.06
H -0.2613 1.4214 -1.4586 0.03
H -0.6603 -1.8433 -2.6895 0.03
H 5.3432 2.9221 -4.0627 -0.14
H 3.6568 0.7550 -6.7309 0.04
H 4.8901 1.9066 -6.1446 0.10
H 5.0558 -0.6197 -4.7273 0.10
H 5.0675 -0.8999 -6.4607 0.09
H 6.8819 1.2510 -5.9167 0.05
H 7.2486 -0.0590 -4.8605 0.06
C -0.5503 0.7119 2.6342 -0.06
C 0.3877 1.0646 3.5953 -0.07
C -0.0272 1.5225 4.8359 0.00
C -1.3827 1.6191 5.0952 -0.16
C -2.3306 1.2781 4.1460 -0.01
C -1.9068 0.8218 2.9092 -0.06
N -1.8285 2.0838 6.4148 -0.36
O -0.9769 2.3958 7.2257 0.07
O -3.0264 2.1299 6.6270 0.06
H -0.2231 0.3460 1.6686 0.09
H 1.4418 0.9743 3.3742 0.05
H 0.6996 1.7955 5.5856 0.12
H -3.3846 1.3615 4.3632 0.11
H -2.6330 0.5462 2.1577 0.11
C -4.5810 -5.2683 3.4542 -0.06
C -5.1173 -5.0890 2.1856 -0.06
C -4.5427 -4.1763 1.3151 0.00
C -3.4361 -3.4593 1.7309 -0.14
C -2.8951 -3.6209 2.9933 0.00
C -3.4742 -4.5337 3.8608 -0.07
N -2.8079 -2.5054 0.8032 -0.34
O -3.3141 -2.3654 -0.2925 0.08
O -1.8174 -1.9191 1.1931 0.07
H -5.0285 -5.9858 4.1305 0.11
H -5.9829 -5.6609 1.8753 0.07
H -4.9557 -4.0336 0.3278 0.12
H -2.0326 -3.0486 3.3018 0.12
H -3.0603 -4.6781 4.8498 0.07
C 0.3393 -9.5389 4.9096 -0.07
C -0.1632 -8.4252 4.2514 -0.06
C -0.8055 -7.4285 4.9663 0.01
C -0.9308 -7.5639 6.3368 -0.14
C -0.4422 -8.6688 7.0081 -0.01
C 0.1964 -9.6619 6.2852 -0.07
N -1.5929 -6.4966 7.1000 -0.34
O -2.0263 -5.5494 6.4706 0.06
O -1.6667 -6.6198 8.3052 0.09
H 0.8453 -10.3133 4.3488 0.11
H -0.0523 -8.3309 3.1805 0.11
H -1.1976 -6.5608 4.4564 0.11
H -0.5526 -8.7592 8.0780 0.12
H 0.5865 -10.5313 6.7955 0.11
C -11.8131 -3.2790 2.8993 -0.07
C -11.1890 -4.2530 3.6666 -0.07
C -10.1162 -4.9603 3.1512 0.00
C -9.6823 -4.6758 1.8701 -0.14
C -10.2950 -3.7140 1.0895 0.00
C -11.3688 -3.0130 1.6116 -0.06
N -8.5305 -5.4065 1.3269 -0.34
O -8.0158 -6.2596 2.0280 0.05
O -8.1465 -5.1129 0.2132 0.09
H -12.6475 -2.7243 3.3070 0.11
H -11.5365 -4.4594 4.6690 0.11
H -9.6279 -5.7179 3.7448 0.12
H -9.9442 -3.5074 0.0898 0.12
H -11.8568 -2.2556 1.0147 0.11
```

No. 4
C5H12LuO3 as an isolated structure at a distorted geometry. Source: the OMol25 dataset; level of theory: the ωB97M-V functional and the def2-TZVPD basis.

Computed properties:
2S+1 = 2
Total charge = +2
E_tot = -45120.4584 eV
Energy above the lowest of the compared OMol25 structures with the same formula, charge and spin = 26.3 kJ/mol
Orbital gap (spin up / spin down) = 6.5 / 6.4 eV

Geometry as XYZ:
```
21
Properties=species:S:1:pos:R:3:lowdin_charge:R:1
H -2.5498 3.2357 1.7087 0.09
C 2.4911 2.1281 -0.1197 -0.24
O 1.5420 2.7911 -0.8944 -0.35
C 2.2854 0.6171 -0.1535 -0.14
O 0.8833 0.3734 0.0887 -0.31
C 0.4978 -0.9971 0.0560 -0.12
C -0.9637 -1.0767 0.4308 -0.23
O -1.6617 -1.5287 -0.6978 -0.19
C -2.9942 -1.9104 -0.4363 -0.07
Lu -0.1343 2.0959 -0.9462 2.03
H 2.4514 2.4600 0.9369 0.15
H 3.5205 2.3177 -0.4749 0.16
H 2.8631 0.0982 0.6240 0.16
H 2.5416 0.2041 -1.1423 0.15
H 1.0957 -1.5521 0.7922 0.16
H 0.7611 -1.4412 -0.9157 0.16
H -1.5651 -0.2435 0.8360 0.12
H -1.0288 -1.6305 1.3787 0.15
H -3.5128 -1.8902 -1.4015 0.11
H -2.9770 -2.8538 0.1327 0.12
H -3.5456 -1.1971 0.1977 0.09
```